(1)
Formula: C14H15CaN3O4S
Source: the Open Molecules 2025 dataset
Level of theory: wB97M-V/def2-TZVPD

Cartesian coordinates (Å):
Ca  -1.272  -0.158  2.258
C  4.653  0.451  -3.389
C  3.759  0.004  -2.272
C  3.354  -1.318  -2.142
C  2.453  -1.692  -1.154
C  1.980  -0.734  -0.281
C  2.393  0.584  -0.374
C  3.281  0.947  -1.365
S  0.583  -0.998  0.783
O  0.083  -2.349  0.718
O  0.904  -0.534  2.133
N  -0.486  0.064  0.279
C  -1.513  -0.330  -0.511
C  -1.358  -1.053  -1.708
C  -2.475  -1.364  -2.447
C  -3.721  -0.916  -2.010
C  -3.785  -0.219  -0.818
N  -2.720  0.050  -0.071
H  4.932  -0.376  -4.036
H  5.562  0.904  -2.997
H  4.141  1.204  -3.988
H  3.728  -2.058  -2.833
H  2.113  -2.711  -1.055
H  1.998  1.302  0.328
H  3.592  1.975  -1.461
H  -0.369  -1.366  -2.007
H  -2.392  -1.940  -3.360
H  -4.614  -1.128  -2.574
H  -4.727  0.159  -0.438
N  -1.776  2.027  3.009
C  -2.035  1.825  4.437
C  -2.707  0.429  4.669
O  -3.396  0.288  5.657
O  -2.466  -0.434  3.770
H  -1.236  2.879  2.860
H  -2.679  2.156  2.553
H  -2.702  2.592  4.862
H  -1.080  1.836  4.975

charge = 0
LUMO = 0.260 eV
energy relative to the best compared isomer or geometry (same formula, charge and spin) = 123.01 kJ/mol

(2)
Formula: C4H6O2
Source: the Open Molecules 2025 dataset
Level of theory: wB97M-V/def2-TZVPD

Cartesian coordinates (Å):
C  -1.215  -0.308  -0.425
C  0.305  -0.095  -0.488
C  0.612  1.365  -0.167
O  1.232  2.100  -0.893
C  1.007  -0.938  0.554
O  0.468  -0.925  1.743
H  -1.468  -1.344  -0.669
H  -1.590  -0.097  0.581
H  -1.726  0.346  -1.138
H  0.715  -0.308  -1.478
H  0.200  1.714  0.803
H  1.460  -1.511  1.577

charge = 0
LUMO = 0.071 eV
energy relative to the best compared isomer or geometry (same formula, charge and spin) = 448.60 kJ/mol

(3)
Formula: C52H42N6O4Pd
Source: the Open Molecules 2025 dataset
Level of theory: wB97M-V/def2-TZVPD

Cartesian coordinates (Å):
Pd  0.471  -0.048  0.629
C  -5.252  0.005  8.871
O  -5.445  0.605  7.608
C  -4.471  0.433  6.676
C  -4.696  1.032  5.438
C  -3.770  0.899  4.424
C  -2.594  0.166  4.609
C  -2.384  -0.423  5.847
C  -3.303  -0.289  6.881
C  -1.622  0.044  3.490
C  -0.401  0.676  3.610
C  0.031  1.325  4.809
C  1.090  2.105  4.483
C  1.254  1.960  3.071
N  0.432  1.024  2.545
C  2.397  3.000  1.047
C  3.069  1.752  0.477
C  4.043  2.261  -0.558
C  3.734  1.697  -1.718
C  2.642  0.748  -1.488
C  2.287  -0.225  -2.415
C  2.961  -0.331  -3.736
C  4.352  -0.405  -3.869
C  4.946  -0.620  -5.098
C  4.167  -0.800  -6.237
O  4.841  -1.066  -7.387
C  4.080  -1.424  -8.521
C  2.785  -0.709  -6.134
C  2.202  -0.468  -4.898
C  1.381  -1.245  -2.071
N  0.463  -1.218  -1.061
C  -0.271  -2.380  -1.182
C  -1.469  -2.661  -0.538
C  -2.310  -3.741  -1.105
C  -2.663  -3.720  -2.453
C  -3.417  -4.735  -3.024
C  -3.849  -5.795  -2.237
O  -4.592  -6.837  -2.693
C  -4.900  -6.865  -4.071
C  -3.521  -5.823  -0.883
C  -2.769  -4.809  -0.328
C  -1.930  -1.938  0.567
C  -3.219  -2.129  1.148
C  -3.274  -1.348  2.255
C  -2.023  -0.665  2.349
N  -1.227  -1.012  1.290
C  0.286  -3.203  -2.209
C  1.300  -2.500  -2.766
N  2.180  0.849  -0.233
C  1.577  3.864  0.123
C  0.287  3.493  -0.237
C  -0.517  4.339  -0.987
C  -0.044  5.591  -1.364
O  -0.768  6.506  -2.060
C  -2.140  6.234  -2.263
C  1.252  5.964  -1.020
C  2.052  5.103  -0.295
H  -6.138  0.237  9.455
H  -4.371  0.412  9.377
H  -5.151  -1.081  8.792
H  -5.609  1.595  5.297
H  -3.956  1.364  3.464
H  -1.498  -1.025  6.006
H  -3.102  -0.756  7.835
H  -0.423  1.209  5.777
H  1.673  2.763  5.106
H  4.822  2.971  -0.320
H  4.194  1.865  -2.677
H  4.981  -0.343  -2.991
H  6.022  -0.693  -5.190
H  4.801  -1.701  -9.287
H  3.479  -0.586  -8.886
H  3.430  -2.278  -8.313
H  2.152  -0.840  -7.002
H  1.125  -0.390  -4.826
H  -2.347  -2.886  -3.065
H  -3.654  -4.687  -4.078
H  -5.471  -7.776  -4.230
H  -3.995  -6.895  -4.685
H  -5.507  -6.004  -4.366
H  -3.861  -6.662  -0.290
H  -2.504  -4.851  0.721
H  -3.988  -2.767  0.748
H  -4.083  -1.254  2.959
H  -0.042  -4.196  -2.462
H  1.963  -2.815  -3.552
H  -0.116  2.547  0.085
H  -1.510  4.015  -1.266
H  -2.554  7.121  -2.735
H  -2.651  6.052  -1.314
H  -2.289  5.376  -2.924
H  1.605  6.941  -1.324
H  3.064  5.402  -0.045
C  4.154  -0.468  1.304
C  3.867  0.981  1.512
N  1.877  2.899  2.353
C  3.148  3.610  2.209
C  4.369  2.984  2.696
N  4.525  1.672  2.417
H  3.221  -1.015  1.174
H  4.683  -0.888  2.161
H  4.752  -0.637  0.401
H  3.068  4.677  2.380
H  4.905  3.385  3.539
H  5.222  1.171  2.952

charge = 0
LUMO = -0.798 eV

(4)
Formula: C23H34N2O3
Source: the Open Molecules 2025 dataset
Level of theory: wB97M-V/def2-TZVPD

Cartesian coordinates (Å):
C  -1.408  -0.727  -0.390
C  -0.142  0.113  -0.261
C  -0.325  1.598  0.093
C  -1.673  1.916  0.729
C  0.845  2.248  0.871
C  0.744  3.495  -0.025
C  2.030  4.085  -0.541
O  3.032  3.414  -0.743
N  2.001  5.402  -0.823
C  1.050  6.494  -0.628
C  2.204  7.468  -1.016
C  2.686  8.393  0.089
C  1.808  9.647  -0.118
C  0.646  9.674  0.871
O  -0.414  9.113  0.630
N  0.840  10.388  2.004
C  -0.098  10.369  3.135
C  -0.694  11.770  3.217
C  0.579  12.613  3.383
C  1.812  12.114  3.244
C  2.083  10.708  2.681
C  2.289  9.524  3.717
C  1.165  8.427  3.662
C  -0.324  8.934  3.585
C  1.311  9.481  -1.571
O  1.960  8.324  -2.100
C  3.065  6.239  -1.358
C  -0.038  2.623  -1.043
H  -1.154  -1.751  -0.670
H  -1.960  -0.769  0.549
H  -2.083  -0.339  -1.155
H  0.476  -0.336  0.524
H  0.452  0.043  -1.176
H  -1.732  2.975  0.988
H  -2.495  1.694  0.048
H  -1.830  1.345  1.647
H  0.727  2.378  1.947
H  1.786  1.738  0.658
H  0.100  4.262  0.406
H  0.234  6.508  -1.355
H  0.642  6.592  0.378
H  2.594  7.947  1.079
H  3.736  8.635  -0.080
H  2.402  10.552  -0.012
H  0.559  10.553  3.977
H  -1.330  11.875  4.099
H  -1.273  12.092  2.349
H  0.455  13.650  3.676
H  2.675  12.737  3.450
H  2.928  10.763  1.995
H  3.237  9.026  3.506
H  2.379  9.931  4.727
H  1.291  7.782  4.533
H  1.350  7.791  2.796
H  -0.812  8.940  4.561
H  -0.892  8.299  2.908
H  0.229  9.334  -1.565
H  1.574  10.323  -2.208
H  4.021  6.151  -0.840
H  3.217  6.112  -2.432
H  0.657  2.207  -1.773
H  -0.887  3.077  -1.555

charge = 0
LUMO = 0.594 eV
energy relative to the best compared isomer or geometry (same formula, charge and spin) = 422.29 kJ/mol
SMILES string = CC[C@]1(C)C[C@H](C(=O)N2CC3(C[C@H](C(=O)N4[C@H]5CC=C[C@H]4CCC5)CO3)C2)C1

(5)
Formula: C4H8OS
Source: the Open Molecules 2025 dataset
Level of theory: wB97M-V/def2-TZVPD

Cartesian coordinates (Å):
C  2.138  -0.376  0.122
C  0.871  0.390  -0.452
C  -0.353  -0.361  -0.135
O  -1.434  0.650  -0.290
C  -2.589  0.451  0.336
S  -3.902  -0.299  -0.200
H  2.089  -1.448  -0.182
H  2.231  -0.127  1.163
H  3.021  0.020  -0.342
H  0.800  0.696  -1.567
H  0.761  1.334  0.085
H  -0.415  -0.670  0.927
H  -0.697  -1.172  -0.779
H  -2.522  0.914  1.314

charge = 0
LUMO = 0.139 eV
energy relative to the best compared isomer or geometry (same formula, charge and spin) = 159.11 kJ/mol
SMILES string = CCCOC=S

(6)
Formula: C3H4N2S2
Source: the Open Molecules 2025 dataset
Level of theory: wB97M-V/def2-TZVPD

Cartesian coordinates (Å):
H  -2.018  1.308  1.036
N  -1.280  1.861  0.588
C  -0.448  1.157  -0.025
N  0.650  1.804  -0.693
C  -0.498  -0.352  -0.193
S  -1.931  -1.141  -0.065
C  0.766  -1.101  -0.203
S  2.212  -0.554  0.292
H  1.573  1.331  -0.590
H  0.735  2.739  -0.292
H  0.710  -2.140  -0.537

charge = 0
LUMO = -2.509 eV
energy relative to the best compared isomer or geometry (same formula, charge and spin) = 190.04 kJ/mol
SMILES string = [H]/N=C(/N)C(=S)C=S

(7)
Formula: C22H30ClN3O3
Source: the Open Molecules 2025 dataset
Level of theory: wB97M-V/def2-TZVPD

Cartesian coordinates (Å):
O  -1.073  4.811  0.584
C  -2.010  4.063  0.790
C  -3.410  4.468  0.422
C  -4.302  4.893  1.401
C  -5.558  5.347  1.042
C  -5.939  5.381  -0.288
C  -5.042  4.962  -1.258
Cl  -5.507  5.002  -2.923
C  -3.777  4.513  -0.916
N  -1.876  2.858  1.386
C  -2.916  1.866  1.506
C  -2.584  0.647  0.643
C  -1.218  0.067  1.046
N  -0.994  -1.180  0.342
C  -0.322  -2.243  1.053
C  1.206  -2.203  0.949
C  1.628  -2.230  -0.523
C  3.129  -1.992  -0.604
O  3.611  -1.000  -0.084
N  3.912  -2.864  -1.287
C  3.579  -4.154  -1.848
C  4.340  -5.245  -1.079
O  5.728  -5.025  -1.122
C  6.060  -3.765  -0.579
C  5.347  -2.636  -1.325
C  0.928  -1.089  -1.272
C  -0.590  -1.137  -1.045
C  -0.165  1.177  0.892
C  -0.559  2.378  1.751
H  -4.005  4.871  2.439
H  -6.249  5.680  1.802
H  -6.918  5.732  -0.574
H  -3.081  4.206  -1.680
H  -3.872  2.295  1.203
H  -2.988  1.561  2.558
H  -3.353  -0.115  0.765
H  -2.567  0.948  -0.405
H  -1.276  -0.193  2.111
H  -0.676  -3.190  0.624
H  -0.627  -2.219  2.101
H  1.597  -1.295  1.410
H  1.631  -3.061  1.476
H  1.320  -3.181  -0.958
H  2.511  -4.354  -1.809
H  3.902  -4.168  -2.896
H  4.170  -6.223  -1.531
H  3.991  -5.259  -0.034
H  7.143  -3.669  -0.673
H  5.782  -3.730  0.485
H  5.550  -1.673  -0.856
H  5.674  -2.619  -2.370
H  1.342  -0.145  -0.920
H  1.133  -1.169  -2.343
H  -0.983  -2.045  -1.521
H  -1.061  -0.281  -1.529
H  -0.109  1.496  -0.149
H  0.820  0.827  1.203
H  0.142  3.202  1.606
H  -0.570  2.096  2.810

charge = 0
LUMO = 0.661 eV
energy relative to the best compared isomer or geometry (same formula, charge and spin) = 42.91 kJ/mol
SMILES string = O=C(c1cccc(Cl)c1)N1CCC(N2CCC(C(=O)N3CCOCC3)CC2)CC1

(8)
Formula: C6H16N2O
Source: the Open Molecules 2025 dataset
Level of theory: wB97M-V/def2-TZVPD

Cartesian coordinates (Å):
C  -0.265  -0.521  -0.742
C  1.406  0.480  -0.395
C  -0.802  0.438  0.195
C  -2.546  -0.857  1.659
C  1.471  1.915  -0.875
C  2.055  0.248  0.953
N  -0.636  -0.360  -2.076
N  -0.010  -1.824  -0.338
O  -2.420  -0.116  0.493
H  1.894  -0.162  -1.133
H  0.040  -2.522  -1.065
H  -0.550  -2.174  0.438
H  -1.205  0.444  -2.289
H  -0.292  -1.039  -2.738
H  -1.103  1.378  -0.246
H  -0.457  0.507  1.219
H  -1.968  -0.445  2.513
H  -3.597  -0.916  1.970
H  -2.192  -1.899  1.539
H  0.978  2.033  -1.842
H  3.135  0.420  0.908
H  1.013  2.599  -0.158
H  2.511  2.234  -1.001
H  1.894  -0.776  1.296
H  1.646  0.916  1.714

charge = 0
LUMO = 0.923 eV
energy relative to the best compared isomer or geometry (same formula, charge and spin) = 372.55 kJ/mol

(9)
Formula: C44H36GaN13OS
Source: the Open Molecules 2025 dataset
Level of theory: wB97M-V/def2-TZVPD

Cartesian coordinates (Å):
Ga  0.865  -1.982  -0.469
C  3.437  2.823  -0.509
N  2.939  1.493  -0.903
C  2.017  0.748  -0.325
N  1.861  -0.371  -1.041
C  2.802  -0.259  -2.032
N  3.453  0.864  -1.984
C  2.546  3.884  -1.093
C  2.940  4.782  -2.074
C  2.021  5.701  -2.573
C  0.714  5.728  -2.105
C  0.333  4.840  -1.104
C  1.253  3.935  -0.604
C  -0.998  4.735  -0.502
N  -1.224  4.591  0.754
N  -2.547  4.196  0.870
C  -3.014  4.129  -0.328
O  -2.097  4.505  -1.262
C  -4.264  3.501  -0.746
C  -4.920  3.805  -1.935
C  -6.028  3.058  -2.301
C  -6.444  1.984  -1.521
C  -5.775  1.669  -0.346
C  -6.125  0.451  0.481
N  -4.913  -0.248  0.907
C  -3.921  -0.735  0.150
N  -2.912  -1.131  0.904
C  -3.355  -0.834  2.156
N  -4.552  -0.295  2.205
C  -4.706  2.455  0.052
H  4.470  2.873  -0.845
H  3.413  2.863  0.580
H  1.435  1.044  0.536
H  2.949  -0.995  -2.806
H  3.949  4.759  -2.465
H  2.327  6.399  -3.340
H  0.005  6.444  -2.500
H  0.930  3.269  0.189
H  -4.572  4.615  -2.562
H  -6.557  3.295  -3.214
H  -7.282  1.378  -1.846
H  -6.762  -0.235  -0.076
H  -6.643  0.726  1.398
H  -3.975  -0.776  -0.927
H  -2.781  -1.012  3.051
H  -4.168  2.230  0.965
C  -0.274  -1.385  2.372
N  -0.444  -1.816  0.987
C  -1.643  -2.072  0.536
C  -1.819  -2.229  -0.853
C  -2.932  -2.365  -1.678
C  -2.469  -2.222  -2.988
C  -1.097  -1.991  -2.913
N  -0.691  -2.005  -1.627
C  -0.719  0.050  2.568
C  -0.959  0.898  1.491
C  -1.334  2.219  1.702
C  -1.466  2.708  2.991
C  -1.251  1.860  4.070
C  -0.885  0.539  3.861
H  0.781  -1.496  2.624
H  -0.818  -2.046  3.051
H  -2.490  -2.101  1.217
H  -3.950  -2.508  -1.353
H  -3.054  -2.257  -3.892
H  -0.400  -1.832  -3.722
H  -0.947  0.523  0.473
H  -1.548  2.862  0.861
H  -1.760  3.738  3.147
H  -1.379  2.226  5.080
H  -0.727  -0.117  4.710
N  4.267  -4.006  1.052
C  5.318  -3.065  1.260
C  6.638  -3.450  1.113
C  7.642  -2.506  1.280
C  7.325  -1.184  1.554
C  5.996  -0.797  1.668
C  4.996  -1.747  1.543
S  3.303  -1.355  1.836
N  2.554  -2.449  0.738
C  3.065  -3.628  0.587
C  2.243  -4.589  -0.202
C  2.463  -5.948  -0.232
C  1.613  -6.746  -0.992
C  0.582  -6.150  -1.690
C  0.413  -4.776  -1.597
N  1.227  -4.011  -0.865
H  4.569  -4.944  0.843
H  6.887  -4.478  0.878
H  8.676  -2.807  1.186
H  8.110  -0.453  1.683
H  5.741  0.232  1.887
H  3.258  -6.405  0.341
H  1.759  -7.817  -1.029
H  -0.101  -6.727  -2.296
H  -0.393  -4.276  -2.114

charge = +2
LUMO = -5.886 eV
energy relative to the best compared isomer or geometry (same formula, charge and spin) = 793.42 kJ/mol

(10)
Formula: C6H6
Source: the Open Molecules 2025 dataset
Level of theory: wB97M-V/def2-TZVPD

Cartesian coordinates (Å):
C  -1.735  1.441  -0.672
C  -0.816  0.713  -0.087
C  -1.383  1.750  0.744
C  1.560  -1.664  -0.772
C  1.465  -1.791  0.712
C  0.694  -0.833  0.109
H  -2.267  1.920  -1.465
H  -0.880  2.805  0.861
H  -1.986  1.455  1.662
H  2.490  -1.156  -1.111
H  1.243  -2.381  -1.593
H  1.616  -2.260  1.611

charge = 0
LUMO = 0.043 eV
energy relative to the best compared isomer or geometry (same formula, charge and spin) = 898.33 kJ/mol